(1)
C27H54O13 as an isolated structure in a non-equilibrium geometry. Source: the Open Molecules 2025 dataset; level of theory: the ωB97M-V functional and the def2-TZVPD basis.

Last column: Mulliken charge in e.
Cartesian coordinates (Å):
O  0.19445  -0.12131  -0.36399  -0.14
O  -2.08155  3.30769  1.69901  -0.65
O  -0.50455  -5.08431  -0.73199  -0.58
O  -0.07055  -4.10431  -2.80399  -0.32
O  -4.20455  -3.31931  4.20001  -0.29
O  4.38945  5.23969  1.08601  -0.56
O  1.78045  -3.33331  4.26201  -0.66
O  -5.36455  -1.73731  3.13401  -0.57
O  1.88445  0.05569  -1.93899  -0.49
O  1.15945  4.06269  -4.18199  -0.55
O  2.18245  4.85369  0.56501  -0.19
O  -0.28155  4.09269  -5.97199  -0.30
O  2.91745  -2.97531  2.35601  -0.31
C  1.63945  -4.99931  2.49901  -1.32
C  0.84945  2.04369  -1.18199  -1.27
C  -1.74755  -3.49031  4.67001  -0.99
C  1.07445  5.93169  -1.35299  -0.74
C  -0.80655  -4.44531  -1.71799  0.76
C  4.27145  -1.05931  1.78601  -0.83
C  0.33045  -1.50431  -0.12799  1.23
C  -1.98755  1.98569  1.82601  0.89
C  -5.27655  -2.60831  3.99801  0.84
C  1.29745  -4.35231  -2.76499  0.15
C  -6.46355  -3.29131  4.70501  -1.47
C  2.09445  -3.37631  -3.50499  -1.18
C  -1.63055  2.38169  -6.86799  -1.56
C  -0.50555  2.69069  -5.93399  -0.14
C  2.09645  -3.67831  3.09801  0.95
C  0.40945  4.60469  -4.97399  0.79
C  3.36945  4.60269  1.28101  0.62
C  1.06145  0.53969  -1.28199  0.45
C  -2.85255  1.08269  1.02501  -0.98
C  -2.28955  -3.84631  -1.98899  -1.09
C  3.37245  -1.65831  2.83601  -0.26
C  3.13845  3.72069  2.47601  -0.77
C  -0.60555  -1.95931  0.84601  -0.73
C  2.29945  5.75069  -0.44399  -0.38
C  -2.96155  -2.70931  3.89701  0.18
C  -0.89255  1.40569  2.67201  -0.53
C  0.34545  6.12569  -4.91599  -1.14
H  -1.93155  -3.10131  5.79801  0.26
H  -0.32755  -2.94631  1.36101  -0.13
H  -0.23955  -1.33731  1.57601  0.45
H  0.64145  -2.01731  -1.13299  -0.44
H  -6.58755  -4.38231  4.34301  0.24
H  3.63845  -1.64731  3.78001  0.73
H  0.65345  5.13269  -1.95299  0.10
H  1.31445  -1.55431  0.36201  -0.56
H  1.13145  -5.59931  3.21301  0.34
H  1.89845  -3.55431  -4.49499  0.45
H  -2.92055  -4.48631  -2.33199  0.54
H  -2.96955  -1.54831  3.86301  0.31
H  -2.60155  -3.35631  -0.95899  0.15
H  -1.67855  -4.47731  4.20101  0.33
H  -2.56455  2.68369  -6.47399  0.38
H  -0.66855  2.06769  3.47301  0.47
H  2.36845  -5.44231  2.17201  0.70
H  3.00745  5.37569  -1.02799  0.40
H  2.64445  6.85369  -0.00099  0.25
H  -0.33355  6.48269  -4.04499  0.27
H  1.13845  6.45269  -4.24199  0.34
H  1.17045  6.80369  -2.15999  0.17
H  -1.19955  0.54669  3.23301  0.15
H  3.07345  4.48869  3.22501  0.27
H  -7.12055  -2.72231  4.65401  0.66
H  -0.76455  2.33869  -5.08499  0.34
H  1.26045  -5.47531  -2.89199  0.35
H  -1.51255  2.64769  -7.86399  0.37
H  2.13245  3.30469  2.20801  0.12
H  1.63145  2.30969  -1.84399  0.49
H  -0.07055  2.37569  -1.23899  0.64
H  -2.27755  -3.16131  -2.83899  0.31
H  1.75145  -3.92831  -1.71699  0.02
H  3.92445  -1.21431  0.80201  0.27
H  1.31845  2.52169  -0.25399  0.09
H  -6.19755  -3.21831  5.76701  0.33
H  1.69845  -2.35931  -3.49099  0.20
H  0.25545  6.53569  -5.83799  0.43
H  -0.74355  -3.18331  4.41401  0.23
H  -1.96555  1.40069  -6.97399  0.50
H  4.13745  0.08169  2.19301  0.08
H  0.24745  6.15069  -0.67499  0.35
H  -2.25655  0.69169  0.33501  0.11
H  0.34245  2.04669  -6.22699  0.30
H  -3.38955  0.37469  1.53301  0.33
H  -3.71355  1.41269  0.48301  0.41
H  -0.00955  1.36769  2.11101  -0.10
H  3.23645  -3.31431  -3.20499  0.27
H  3.68345  2.92669  2.61101  0.33
H  -2.71755  -2.93331  2.84601  -0.11
H  5.24945  -1.43831  1.94501  0.39
H  0.84945  -4.83831  1.43101  0.12
H  2.45345  -1.00531  2.39401  -0.06
H  -1.72155  -1.95731  0.77201  0.18

The value obtained for the highest occupied orbital energy is -9.561 eV. The value obtained for the energy above the lowest of the compared OMol25 structures with the same formula, charge and spin is 14.0389 eV. For the orbital gap, the calculation gives 0.3644 Eh.

(2)
A 9-piece molecular cluster, C27H54O9 overall in a non-equilibrium geometry. Source: the Open Molecules 2025 dataset; level of theory: the ωB97M-V functional and the def2-TZVPD basis.

Last column: Mulliken charge in e.
Cartesian coordinates (Å):
O  -2.50874  5.21186  1.24244  -0.62
O  -0.55321  -3.72565  5.36198  -0.61
O  2.02266  2.23590  -4.29611  -0.53
O  0.22394  0.06709  1.31250  -0.48
O  -2.59731  1.36019  3.17281  -0.53
O  4.33085  -5.06753  -0.23947  -0.53
O  -3.46020  -4.04792  2.09721  -0.53
O  2.50986  6.19075  -0.41539  -0.56
O  -1.92232  0.05062  -3.81620  -0.53
C  -2.60908  -0.67063  1.87732  -0.18
C  2.45815  -3.58225  -0.01068  -0.45
C  -1.78853  4.67584  3.51091  -1.08
C  -2.10417  -4.37929  0.20046  -0.40
C  1.69299  1.17052  -4.82255  0.74
C  -4.57374  -5.29725  0.35712  -1.21
C  1.69835  -0.14032  -4.03700  -0.31
C  -2.53240  -0.65809  4.46450  -1.06
C  -2.60997  0.12985  3.16402  0.64
C  -0.89900  3.39724  1.36381  -0.40
C  1.45106  1.15506  -6.29298  -1.23
C  3.48215  5.65414  -0.94248  0.78
C  -3.39802  -4.56104  0.97814  0.76
C  4.37331  -3.76280  1.71142  -0.52
C  1.76341  -3.14356  4.96247  -0.96
C  -2.47955  1.11243  -4.05463  0.82
C  -1.98626  2.41185  -3.40742  -0.68
C  0.25875  0.24835  0.12551  0.66
C  0.30325  -3.34614  4.56976  0.37
C  1.14990  1.39288  -0.45258  -1.23
C  3.81044  -4.20943  0.37412  0.56
C  -0.01322  -3.00750  3.16983  -0.13
C  -0.35408  -0.76464  -0.82459  -0.04
C  -1.82081  4.44902  1.97667  0.55
C  4.71601  6.43855  -1.17250  -1.12
C  -3.79340  1.19454  -4.86793  -1.23
C  3.44663  4.23211  -1.46985  -0.71
H  2.02058  -3.96435  -0.93298  0.41
H  -4.61016  1.41572  -4.18085  0.32
H  -5.03652  -5.84889  1.17543  0.35
H  3.60464  4.20487  -2.54800  0.32
H  -0.72706  -1.59231  -0.22131  -0.43
H  2.19439  -4.03466  5.41888  0.33
H  5.00671  6.37607  -2.22116  0.32
H  2.27985  0.71065  -6.84408  0.34
H  -0.14422  3.07295  2.08024  0.31
H  -3.62816  2.00086  -5.58252  0.36
H  1.79835  -3.77267  0.83579  -0.09
H  -1.07817  -2.84044  3.00837  0.00
H  -1.10564  2.21227  -2.79687  -0.21
H  2.45194  3.83843  -1.26079  -0.07
H  4.52447  7.50199  -1.02928  0.33
H  2.57948  -2.49956  -0.04483  0.22
H  -3.52427  -1.26250  1.86269  0.58
H  4.14070  3.56186  -0.96277  0.41
H  -1.72148  -1.29468  1.77333  -0.46
H  -4.30024  -6.04980  -0.38246  0.35
H  0.63178  -2.24211  2.73824  0.21
H  -2.00174  3.73498  4.01829  0.27
H  -3.22496  -1.49792  4.52049  0.36
H  -2.30378  -3.66691  -0.60002  0.25
H  2.55027  -0.72272  -4.38792  0.47
H  5.05674  -4.52987  2.07560  0.35
H  -1.52653  2.54655  1.09804  -0.06
H  -1.16795  -0.27039  -1.35507  0.10
H  1.63936  -2.40364  5.75319  0.29
H  0.72749  -0.63298  -4.09009  0.25
H  2.03003  0.95548  -0.92391  0.61
H  1.89237  0.09268  -2.99002  -0.32
H  -1.31454  -3.87988  0.76186  -0.28
H  1.47026  2.07790  0.33242  0.46
H  3.53880  -3.59281  2.39171  -0.20
H  -2.63110  2.97391  -2.73187  0.43
H  -1.76405  3.16806  -4.16034  0.40
H  0.41106  -1.14418  -1.50180  0.28
H  4.88235  -2.79927  1.73574  0.33
H  -0.79435  5.00558  3.81251  0.31
H  -1.56981  -1.15577  4.58215  0.08
H  -1.75776  -5.34758  -0.16079  0.45
H  0.14425  -3.93150  2.61348  0.33
H  0.50826  0.62488  -6.42760  0.32
H  5.51681  6.17285  -0.48241  0.29
H  -2.65003  0.07145  1.07999  0.19
H  -3.99545  0.34857  -5.52491  0.33
H  -0.43307  3.80631  0.46733  0.39
H  -2.74353  0.02497  5.28728  0.38
H  2.36069  -2.86196  4.09526  0.10
H  0.58777  2.00908  -1.15430  -0.01
H  1.35218  2.18066  -6.64860  0.31
H  -5.25065  -4.58836  -0.11970  0.28
H  -2.58421  5.32373  3.87863  0.32

The value obtained for the highest occupied orbital energy is -8.997 eV. The value obtained for the energy above the lowest of the compared OMol25 structures with the same formula, charge and spin is 1.7469 eV. For the orbital gap, the calculation gives 0.3399 Eh.

(3)
C27H55AuN4OPSeSi2 as an isolated structure in a non-equilibrium geometry. Source: the Open Molecules 2025 dataset; level of theory: the ωB97M-V functional and the def2-TZVPD basis.

Last column: Löwdin spin population.
Cartesian coordinates (Å):
Au  -0.78088  -0.92449  0.32153  0.34
Se  -2.83538  -2.84320  4.40412  0.00
P  0.76785  0.30013  -2.34153  0.06
Si  -3.94574  1.23387  0.61374  0.04
Si  1.13332  -0.32459  3.69608  0.04
O  0.64206  -5.05937  -0.61919  0.00
N  0.08449  0.55967  2.62186  0.34
N  -0.29718  -0.33118  -1.42463  0.28
N  -2.33197  1.45834  1.21112  0.30
N  -1.53402  -1.84701  1.91720  0.02
C  2.72481  -0.68741  -0.46337  0.00
C  2.44037  -0.65822  -1.98700  0.00
C  -0.63627  1.61791  2.95731  0.11
C  -2.00954  -2.10905  2.96836  0.00
C  -4.96024  2.85815  0.52372  0.00
C  -1.95021  4.12754  3.66291  0.06
C  0.23554  -0.01598  -4.16409  0.01
C  -2.45210  3.31898  2.67079  0.07
C  1.83264  2.31648  -0.65445  0.00
C  3.69320  -0.05368  -2.67078  0.00
C  -0.36553  -1.42566  -4.22715  0.00
C  2.20820  -2.08767  -2.37004  0.00
C  0.37042  -0.72798  5.42276  0.01
C  0.26397  -6.21120  0.21801  0.00
C  -3.76743  0.68734  -1.15940  0.00
C  1.31268  0.09753  -5.23560  0.00
C  -0.25700  2.91253  -1.85777  0.00
C  1.07046  2.18507  -1.99103  0.02
C  -0.14017  2.49636  4.05633  0.05
C  -0.84477  0.97679  -4.56874  0.00
C  1.12929  -6.24327  1.46415  0.00
C  -4.79234  -0.02099  1.69248  0.01
C  -1.87411  2.06981  2.24652  0.10
C  1.56079  -2.00028  3.04558  0.00
C  1.84733  2.87513  -3.09680  0.00
C  -0.83590  3.66344  4.42973  0.09
C  2.65545  0.70487  3.99654  0.01
H  1.47431  -2.17212  1.98225  0.00
H  2.97832  -2.74781  -1.94433  0.00
H  -0.53800  4.29969  5.25417  0.01
H  3.52953  0.10325  -3.73051  0.00
H  2.53651  1.72336  3.61917  0.00
H  -5.86287  -0.12107  1.42317  0.00
H  3.33267  -1.54241  -0.33104  0.00
H  1.87775  3.35084  -0.31018  0.00
H  2.64480  -2.16318  3.31561  0.00
H  -1.61925  1.01195  -3.78223  0.00
H  1.98989  3.94673  -2.79683  0.00
H  0.74112  -6.91009  2.25349  0.00
H  1.95565  -0.81127  -5.40859  0.00
H  -0.70785  -0.99788  5.34338  0.00
H  -2.45853  5.05577  3.85814  0.00
H  -3.33851  3.61668  2.07507  0.00
H  1.24161  -5.20506  1.91947  0.00
H  1.86370  -0.79359  0.23412  0.00
H  -0.90403  -1.65020  -3.29247  0.00
H  3.95414  0.92981  -2.32517  0.00
H  2.24702  -2.23531  -3.46605  0.00
H  4.54198  -0.71462  -2.55795  0.00
H  -4.57804  0.39642  2.71090  0.00
H  1.23001  -2.40807  -1.99646  0.00
H  2.87913  2.51031  -3.27769  0.00
H  -1.30381  0.62759  -5.50917  0.00
H  -4.31114  -0.96104  1.61945  0.00
H  -0.39927  1.90312  -4.84820  0.00
H  -5.25218  3.29035  1.47403  0.00
H  1.31839  2.89973  -4.09828  0.00
H  1.98670  0.91753  -5.08918  0.00
H  -0.83295  -6.04075  0.39732  0.00
H  3.42923  0.13192  -0.13622  0.00
H  -0.65518  3.06825  -2.88645  0.00
H  3.02213  0.73871  5.02269  0.00
H  -1.04414  -1.50367  -5.09500  0.00
H  0.69327  2.08963  4.56495  0.00
H  1.63450  -4.97219  -0.56975  0.00
H  -2.89216  0.08046  -1.27784  0.00
H  1.34846  1.74676  0.16800  0.00
H  -0.99276  2.37861  -1.28702  0.00
H  0.92654  -2.70911  3.60230  0.00
H  0.54793  0.06508  6.13289  0.00
H  2.14986  -6.54821  1.22901  0.00
H  3.37717  0.17967  3.35279  0.00
H  0.41627  -2.17320  -4.39158  0.00
H  -5.86217  2.65499  -0.09132  0.00
H  0.98962  -1.53949  5.79550  0.00
H  2.85180  1.94456  -0.74757  0.00
H  -0.13718  3.90391  -1.39592  0.00
H  0.82474  0.30661  -6.21038  0.00
H  -4.64520  0.11857  -1.44640  0.00
H  -4.27623  3.49202  -0.03585  0.00
H  -3.66499  1.57728  -1.85703  0.00
H  0.37960  -7.02852  -0.46451  0.00

The value obtained for the highest occupied orbital energy (alpha / beta) is -3.400 / -4.459 eV. Its multiplicity is 3. As for the charge: -1. For the orbital gap (alpha / beta), the calculation gives 0.2085 / 0.1936 Eh.

(4)
A 4-piece molecular cluster, C27H55BIN2O4 overall. Source: the Open Molecules 2025 dataset; level of theory: the ωB97M-V functional and the def2-TZVPD basis.

Last column: Mulliken charge in e.
Cartesian coordinates (Å):
I  4.12398  4.73612  3.87387  0.11
O  -3.73158  -3.66494  -5.05897  -0.47
O  4.41613  2.75686  0.65308  -0.21
O  7.25839  2.81545  0.60099  -0.65
O  -5.95534  0.03442  3.24624  -0.48
N  1.20497  0.60471  2.44562  0.01
N  -1.72515  -0.58522  2.19877  -0.15
C  2.69255  0.89546  0.74616  0.09
C  -4.46849  -5.48314  -6.40402  -1.25
C  -8.32732  0.05789  3.41746  -1.09
C  0.83076  -2.56197  0.30917  -0.87
C  -2.88214  0.10981  2.76546  -1.09
C  1.31600  0.53442  0.15359  -1.40
C  -6.86511  -1.59788  4.72052  -1.05
C  1.26589  3.75572  3.68365  -1.18
C  2.61605  3.48351  3.04262  -0.25
C  7.63875  3.88091  0.15243  0.95
C  -0.92709  0.24211  1.32245  -1.90
C  7.01157  5.18295  0.57026  -0.93
C  -1.95206  -1.35851  -3.60522  -0.44
C  -6.94674  -0.45161  3.74321  0.77
C  2.56637  2.11493  -2.38669  -1.09
C  -2.22634  -5.50506  -5.15484  -0.80
C  0.56407  -0.13843  1.30616  2.81
C  2.31959  1.18494  2.17011  0.04
C  -3.50068  -4.76956  -5.49421  0.86
C  3.84980  1.70581  -1.62338  -0.40
C  -1.12493  -1.82423  -1.25055  0.38
C  -3.42646  -0.95817  -3.44090  -1.38
C  0.88749  -1.62445  1.51816  -2.03
C  3.05009  2.00596  3.17419  -1.60
C  -0.55349  -2.86731  -0.27071  -1.25
C  -1.49471  -2.42524  -2.60681  -0.98
C  8.76373  3.95008  -0.84120  -1.22
B  3.70589  1.83785  -0.06753  0.27
H  0.48593  3.18228  3.17088  0.18
H  -4.77624  -6.42944  -5.95543  0.34
H  -0.40156  -1.02181  -1.42450  -0.21
H  4.11694  1.91828  2.99341  0.49
H  -1.24309  -3.02723  0.56388  0.39
H  -2.02745  -1.37130  -0.82773  0.28
H  -3.92101  -0.85967  -4.40459  0.34
H  1.90834  -1.67072  1.91117  0.46
H  -1.33549  -0.46729  -3.43764  0.31
H  6.21516  5.00708  1.29018  0.02
H  -8.26165  0.87850  2.70798  0.30
H  1.39615  -0.07189  -0.74319  0.38
H  2.57616  3.74889  1.98861  0.35
H  4.13361  0.68690  -1.90798  0.35
H  9.13209  2.95127  -1.05928  0.32
H  -7.42276  -2.45493  4.33898  0.33
H  4.67194  2.35141  -1.93890  0.31
H  -3.97224  -1.70034  -2.85653  0.29
H  -2.03810  -1.41813  1.71526  0.22
H  -1.61156  -4.89494  -4.49712  0.03
H  -2.45937  -6.45222  -4.66491  0.33
H  1.24287  -3.50902  0.66634  0.45
H  9.57564  4.56179  -0.44445  0.36
H  1.51241  -2.23173  -0.48123  0.32
H  2.81142  2.57973  -3.33870  0.36
H  0.76088  0.66900  3.35606  0.43
H  -3.98797  -5.71148  -7.35706  0.34
H  -1.28366  0.29883  0.28624  0.41
H  5.37793  2.62931  0.73486  0.27
H  0.75787  1.43457  -0.12052  0.50
H  0.99408  4.80449  3.58583  0.46
H  -3.52582  -0.00356  -2.92027  0.38
H  -0.99554  1.26377  1.71067  0.60
H  8.41501  4.42373  -1.76064  0.34
H  -1.67215  -5.73390  -6.06685  0.34
H  6.60797  5.69998  -0.30228  0.33
H  1.25504  3.47723  4.73812  0.37
H  -0.48458  -3.82436  -0.79180  0.61
H  7.76947  5.83044  1.01446  0.42
H  -7.31504  -1.31047  5.67233  0.33
H  -5.82732  -1.88022  4.87981  0.25
H  -3.58710  0.48213  2.01588  0.35
H  -1.74751  -1.67942  -4.62519  0.40
H  2.80301  1.65466  4.17873  0.62
H  -0.61267  -2.93658  -3.00678  0.44
H  -8.93244  -0.74556  2.99376  0.33
H  -5.34179  -4.85950  -6.57588  0.31
H  1.95287  2.82052  -1.81991  0.30
H  -2.30055  -3.15140  -2.47247  0.44
H  0.24077  -2.01480  2.30594  0.58
H  1.92758  1.25507  -2.58718  0.28
H  -8.82432  0.39885  4.32737  0.32
H  -2.53376  0.95563  3.36185  0.37
H  -3.42908  -0.55325  3.42916  0.33
H  3.25626  -0.05341  0.84208  0.14

The value obtained for the highest occupied orbital energy is -11.182 eV. As for the charge: +1. For the orbital gap, the calculation gives 0.3040 Eh.